1.
DFT (ωB97M-V/def2-TZVPD) results for a molecular structure, C16H23F12Ni2O11.

Each line ends with the Mulliken charge.
Cartesian coordinates (Å):
1 H 1.373 0.046 4.617  0.414
2 C -4.174 -4.114 -1.925  0.143
3 H 5.779 1.156 -1.193  0.437
4 H -6.315 -4.235 -1.684  0.397
5 C 2.655 -2.070 -0.482  0.900
6 C -5.406 -4.267 -1.083  -1.044
7 C -2.102 0.480 3.220  0.390
8 F -1.418 -4.792 1.574  -0.249
9 C 0.100 -0.362 3.071  0.570
10 H 7.085 -0.924 -0.806  0.342
11 F -3.773 2.190 3.460  -0.204
12 H -3.297 -1.429 -2.654  0.189
13 F 3.031 3.736 -0.834  -0.246
14 H -5.466 -3.615 -0.211  0.249
15 F -3.867 0.215 4.626  -0.179
16 H 0.802 6.362 -3.894  0.322
17 F -0.359 -3.007 0.908  -0.189
18 C -1.156 -4.038 0.498  0.878
19 O -2.920 1.504 -0.654  -0.696
20 H -0.025 -0.033 2.040  -0.405
21 Ni -2.981 -0.363 0.095  0.882
22 F 2.912 1.932 -2.156  -0.218
23 C 2.308 2.644 -1.230  1.066
24 C 5.489 0.415 -0.448  -0.241
25 C 0.163 6.350 -3.010  -1.275
26 H -5.442 -5.296 -0.726  0.351
27 C 0.900 3.040 -1.770  0.063
28 C 1.408 0.189 3.537  -1.254
29 C -0.342 4.939 -2.598  -0.174
30 F 3.072 -2.602 -1.658  -0.221
31 H 7.530 0.387 0.248  0.415
32 O -3.186 -0.881 -1.852  -0.728
33 O 0.840 4.349 -2.082  -0.126
34 F -2.459 1.803 5.207  -0.236
35 H 1.496 1.257 3.337  0.346
36 C 3.746 -1.164 0.108  0.458
37 H 0.700 6.828 -2.191  0.366
38 F 1.711 -1.266 -0.690  -0.335
39 O -3.093 -2.637 0.405  -0.583
40 H -3.979 -3.203 -2.492  -0.082
41 H -0.610 7.118 -2.980  0.398
42 O -0.925 -0.363 -0.402  0.682
43 H -1.160 5.065 -1.889  0.307
44 O -2.450 0.123 2.119  -0.530
45 Ni -1.718 0.557 -1.994  0.859
46 C -2.484 -3.579 -0.070  0.363
47 H 5.073 1.079 0.310  0.346
48 O -0.883 0.232 3.807  -0.267
49 H -4.117 -4.918 -2.659  0.286
50 O -0.072 2.283 -1.643  -0.586
51 F 2.259 -2.946 0.342  -0.189
52 H 2.294 -0.319 3.156  0.240
53 C 6.719 -0.302 0.010  -1.280
54 F 2.132 1.893 -0.180  -0.248
55 O -2.977 -4.398 -1.144  -0.290
56 H 6.603 -0.884 0.924  0.361
57 O 3.852 -1.078 1.363  -0.228
58 H -3.163 2.292 -0.130  0.224
59 H -0.007 -0.266 -0.082  0.081
60 H 0.045 -1.450 3.038  0.290
61 O 4.536 -0.472 -0.819  -0.122
62 C -3.129 1.178 4.147  0.770
63 F -0.506 -4.887 -0.299  -0.241
64 H -0.657 4.520 -3.553  0.280

Calculated values
Charge: +2
2S+1: 6
E_LUMO (spin up / spin down) in eV: -7.27 / -12.72
Highest occupied orbital energy (spin up / spin down) in eV: -15.98 / -15.33
<S²>: 8.7665
Frontier orbital gap (spin up / spin down) in eV: 8.71 / 2.60



2.
DFT (ωB97M-V/def2-TZVPD) results for a molecular structure, C34H29N5O2S6Sm.

Each line ends with the Mulliken charge.
Cartesian coordinates (Å):
1 H -2.560 4.542 -1.833  0.480
2 O 0.966 -4.203 0.490  -0.714
3 H -3.539 2.604 -1.326  0.433
4 H 3.064 -2.921 1.724  0.447
5 H 1.424 4.788 -2.006  0.471
6 C 2.164 0.368 -2.803  -0.178
7 C -1.689 -1.496 -4.318  0.157
8 H 2.854 1.289 0.272  0.134
9 C 5.123 -1.519 -0.569  -0.950
10 C -1.210 1.982 0.959  1.141
11 H 0.722 3.587 -3.087  0.307
12 H 5.531 0.021 -2.777  0.417
13 H 0.131 0.654 2.843  0.359
14 C 1.002 2.406 0.034  0.711
15 C -3.446 -1.158 0.664  0.533
16 H 1.346 0.799 -3.370  0.402
17 H 1.313 1.958 2.846  0.437
18 H 2.213 3.230 -2.239  0.346
19 H -1.647 3.668 -3.060  0.272
20 C -1.565 4.202 -2.108  -2.241
21 C -3.845 -3.006 2.225  0.234
22 H 5.448 -2.803 1.090  0.399
23 H 2.785 2.792 1.163  0.396
24 C 4.719 -2.260 0.501  -0.970
25 C -3.287 2.757 -0.276  -2.985
26 C -3.245 -0.964 -6.376  0.112
27 S -4.229 -1.057 -7.706  -0.311
28 C 3.505 0.528 -3.211  -1.220
29 H -1.286 -1.341 2.564  -0.010
30 N 1.015 -1.653 0.433  0.395
31 S -1.228 0.950 -3.090  -0.142
32 S 0.276 -3.000 0.847  1.545
33 N 1.818 -0.308 -1.736  0.918
34 C -4.068 -1.664 1.799  0.260
35 N -2.917 -0.676 -0.252  -0.506
36 H 0.954 -4.783 5.318  0.399
37 H 3.051 2.821 -0.570  0.445
38 C 4.157 -0.830 -1.342  1.228
39 N -3.663 -4.084 2.592  -0.600
40 H -3.790 1.974 0.284  0.331
41 H -3.704 3.719 0.037  0.462
42 C 1.246 3.716 -2.138  -2.529
43 N -5.483 -0.053 3.232  -0.619
44 O -1.067 -2.778 0.280  -0.639
45 H -1.622 -1.370 5.011  0.467
46 C 0.674 -4.005 3.341  -0.323
47 C 3.356 -2.332 0.864  -0.478
48 H -1.583 1.914 3.075  0.376
49 C 2.397 -1.659 0.154  0.155
50 H -0.946 5.086 -2.271  0.447
51 H 1.617 0.486 1.932  0.164
52 C 4.490 -0.068 -2.487  -0.778
53 S -2.942 0.484 -5.501  -0.106
54 H 1.280 -4.753 2.845  0.574
55 C -0.332 -3.066 5.314  -0.588
56 C -0.965 3.321 -1.041  1.205
57 S -2.503 -2.320 -5.631  -0.151
58 C -0.773 -2.069 3.179  0.244
59 C -4.855 -0.775 2.585  0.174
60 H 6.168 -1.458 -0.848  0.398
61 C 0.049 -3.023 2.590  -0.075
62 C 0.181 1.833 1.018  1.218
63 C -1.899 -0.168 -4.258  -0.315
64 C -1.788 2.695 -0.102  1.578
65 S -0.691 -2.462 -3.255  -0.369
66 C 0.482 -4.016 4.716  -0.720
67 C 2.797 -0.911 -0.991  -0.422
68 C -0.964 -2.093 4.547  -0.775
69 C 0.424 3.133 -1.010  1.732
70 C 0.839 1.194 2.220  -1.960
71 H -3.043 2.024 2.118  0.555
72 H -0.489 -3.090 6.385  0.390
73 C -2.056 1.574 2.152  -2.123
74 H -2.209 0.497 2.247  0.003
75 C 2.499 2.320 0.219  -1.811
76 Sm -0.672 -0.826 -1.025  0.306
77 H 3.722 1.106 -4.100  0.450

Calculated values
Charge: -1
2S+1: 6
E_LUMO (spin up / spin down) in eV: 1.54 / 1.55
Highest occupied orbital energy (spin up / spin down) in eV: -4.42 / -4.43
Energy relative to the best compared isomer or geometry (same formula, charge and spin) in eV: 0.712
<S²>: 8.7607
Frontier orbital gap (spin up / spin down) in eV: 5.96 / 5.97



3.
DFT (ωB97M-V/def2-TZVPD) results for 2 unconnected molecules or ions with the total composition C13H16F6NO7PS2.

Each line ends with the Mulliken charge.
Cartesian coordinates (Å):
1 H 1.926 -0.253 1.389  -0.103
2 C 3.801 -2.365 1.410  -0.244
3 F -1.296 3.294 0.085  -0.296
4 H 3.438 -4.512 1.797  0.307
5 C -2.007 1.254 1.000  0.318
6 F -1.636 1.742 -1.327  -0.203
7 H -4.190 0.635 -3.064  0.369
8 O -3.003 -0.344 3.487  -0.468
9 H -4.842 -0.693 -5.013  0.258
10 F -2.201 2.076 2.006  -0.249
11 C 2.867 0.277 1.592  -0.363
12 H -2.568 -0.893 4.158  0.369
13 F -1.224 -0.945 0.453  -0.237
14 H 4.435 2.531 0.669  0.112
15 C 4.082 -3.696 2.159  -1.044
16 H 3.323 0.479 0.604  0.410
17 H 5.114 -4.020 1.951  0.276
18 H -1.851 -0.643 -2.507  0.114
19 O -3.237 -1.749 1.810  -0.401
20 C -2.687 -0.836 2.251  0.048
21 C -3.391 0.292 -3.720  -0.422
22 C -3.876 -0.191 -5.079  -0.421
23 O 1.253 2.575 0.544  -0.300
24 N 2.661 1.548 2.341  0.096
25 O 0.815 0.756 -0.603  -0.354
26 F -3.229 1.039 0.456  -0.299
27 C -2.815 -1.210 -5.448  0.459
28 C 0.378 1.686 -0.077  0.127
29 O 0.725 2.634 2.689  -0.386
30 S 3.917 -0.916 2.528  -0.102
31 H -3.326 -1.616 -2.673  0.189
32 C -2.658 -0.919 -3.184  -0.159
33 H 3.550 3.922 2.264  0.130
34 O -2.112 -1.573 -4.341  -0.345
35 S 5.514 2.221 3.209  -0.352
36 H 3.941 -3.577 3.244  0.315
37 H -3.914 0.613 -5.809  0.295
38 C 1.488 2.260 1.903  0.261
39 H 2.788 -2.426 0.968  0.193
40 H -2.689 1.119 -3.855  0.229
41 P 4.025 2.610 2.028  0.192
42 H 4.489 -2.277 0.554  0.343
43 O -2.622 -1.673 -6.533  -0.564
44 C -1.509 -0.142 1.458  1.106
45 C -1.149 1.961 -0.118  1.091
46 F -0.497 -0.054 2.346  -0.297

Calculated values
Charge: 0
SMILES: CCSCN([PH2]=S)C(=O)OC(=O)C(F)(F)C(F)(F)C(F)(F)C(=O)O.O=C1CCCO1
E_LUMO in eV: -0.49
Highest occupied orbital energy in eV: -8.73
Frontier orbital gap in eV: 8.24



4.
DFT (ωB97M-V/def2-TZVPD) results for 2 unconnected molecules or ions with the total composition CF3IOS.

Each line ends with the Mulliken charge.
Cartesian coordinates (Å):
1 F 1.223 0.267 0.605  -0.110
2 S -0.882 -0.127 -1.026  -0.137
3 F -0.720 0.251 1.569  -0.211
4 O 1.357 -0.659 -1.836  -0.331
5 C -0.021 0.659 0.436  0.718
6 F -0.033 2.000 0.525  -0.201
7 I -0.925 -2.390 -0.272  0.272

Calculated values
Charge: 0
E_LUMO (spin up / spin down) in eV: -2.52 / -2.50
Highest occupied orbital energy (spin up / spin down) in eV: -10.20 / -10.20
Energy relative to the best compared isomer or geometry (same formula, charge and spin) in eV: 4.982
Frontier orbital gap (spin up / spin down) in eV: 7.69 / 7.71



5.
DFT (ωB97M-V/def2-TZVPD) results for a single CH7P3 molecule.

Each line ends with the Mulliken charge.
Cartesian coordinates (Å):
1 P -1.555 -1.250 -0.229  -0.139
2 H -2.648 -0.727 -1.079  0.079
3 H 1.313 1.743 0.213  0.307
4 H -0.360 2.363 -0.405  0.343
5 P 0.069 0.005 -0.941  0.089
6 H -1.915 -0.554 0.886  0.047
7 H 2.214 -1.905 -0.673  0.068
8 H -0.070 1.533 1.084  0.393
9 C 0.190 1.590 0.070  -1.049
10 P 1.717 -0.890 0.126  -0.184
11 H 1.044 -1.908 0.949  0.047

Calculated values
Charge: 0
SMILES: CP(P)#[PH2]
E_LUMO in eV: 1.05
Highest occupied orbital energy in eV: -8.79
Energy relative to the best compared isomer or geometry (same formula, charge and spin) in eV: 0.000
Frontier orbital gap in eV: 9.84